{
  "formula": "C3H4BrN",
  "method": "ωB97M-V/def2-TZVPD",
  "e_homo_ev": [-10.872, -10.873],
  "gap_ev": [9.95, 9.95],
  "e_lumo_ev": [-0.9, -0.9],
  "symbols": ["C", "C", "C", "N", "Br", "H", "H", "H", "H"],
  "positions_angstrom": [[-0.356763, -2.231019, 1.683606], [0.243566, 0.332582, 0.029212], [0.422681, -1.132457, -0.073329], [-0.888214, -2.671704, 2.561280], [2.154759, -1.736756, -0.337378], [0.105215, 0.803331, -0.980295], [1.045247, 0.791176, 0.441162], [-0.488983, 0.596144, 0.741220], [-0.399218, -1.406232, -0.664834]],
  "atomic_forces_ev_per_a": [[3.456, 4.154, -6.545], [-0.544, -0.084, -0.881], [-1.212, -0.542, 2.508], [-2.303, -2.110, 3.951], [-0.099, -0.297, -0.236], [-0.271, -0.699, 0.821], [3.009, 1.348, 1.094], [-1.647, 0.108, 0.243], [-0.388, -1.878, -0.954]]
}



{
  "formula": "C3H4BrN",
  "method": "ωB97M-V/def2-TZVPD",
  "e_homo_ev": -8.738,
  "gap_ev": 7.39,
  "e_lumo_ev": -1.3,
  "symbols": ["C", "C", "C", "N", "Br", "H", "H", "H", "H"],
  "positions_angstrom": [[-1.663517, -0.466999, 0.323524], [1.502032, 0.632114, -0.897355], [-0.480106, -0.083122, 0.003486], [0.289881, 0.610657, -0.657372], [0.533767, -1.012278, 2.236126], [-1.785326, -0.894226, 1.313207], [-2.585810, -0.329575, -0.227417], [1.874132, 1.191688, -1.811244], [2.314948, 0.351741, -0.282955]],
  "atomic_forces_ev_per_a": [[-1.952, -0.454, 0.952], [2.231, 2.562, -2.523], [-1.149, -1.150, 3.486], [0.726, 0.205, -2.198], [0.312, 0.468, -0.968], [-0.010, -0.260, -0.413], [0.307, 0.281, -0.577], [-0.764, -0.603, 0.939], [0.300, -1.048, 1.301]]
}



{
  "formula": "C3H4BrN",
  "method": "ωB97M-V/def2-TZVPD",
  "smiles": "N#CCCBr",
  "e_homo_ev": -10.714,
  "gap_ev": 11.34,
  "e_lumo_ev": 0.6,
  "symbols": ["C", "C", "C", "N", "Br", "H", "H", "H", "H"],
  "positions_angstrom": [[-1.852771, 0.110142, -0.022521], [-0.495862, 0.688220, -0.244511], [0.574276, -0.567113, -0.274025], [-2.845796, -0.276701, 0.358564], [2.400713, 0.029090, 0.057280], [-0.220673, 1.047247, -1.198795], [-0.383131, 1.528685, 0.425268], [0.546380, -0.931209, -1.264857], [0.223382, -1.254267, 0.473017]],
  "atomic_forces_ev_per_a": [[2.824, 1.599, -0.908], [0.878, -2.385, -0.009], [-1.248, 2.529, 1.724], [-1.905, -0.905, 0.465], [-0.528, -0.169, 0.015], [-1.014, 0.884, -1.328], [0.519, -0.297, 0.646], [-0.021, -0.662, -0.782], [0.495, -0.594, 0.177]]
}



{
  "formula": "C3H4BrN",
  "method": "ωB97M-V/def2-TZVPD",
  "smiles": "N#CCCBr",
  "e_homo_ev": -10.656,
  "gap_ev": 11.36,
  "e_lumo_ev": 0.7,
  "symbols": ["C", "C", "C", "N", "Br", "H", "H", "H", "H"],
  "positions_angstrom": [[1.332517, -0.303075, -0.849272], [0.672514, -0.028890, 0.402462], [-0.944849, 0.241217, -0.048549], [1.785637, -0.530980, -1.862308], [-1.956537, 0.086935, 1.566328], [0.540982, -0.872032, 0.989065], [0.902612, 0.798743, 1.090243], [-1.243685, -0.595318, -0.628248], [-1.089192, 1.203398, -0.659720]],
  "atomic_forces_ev_per_a": [[0.038, 0.812, 1.958], [-3.893, 2.071, -1.185], [2.496, 1.056, -0.017], [0.748, -0.421, -1.775], [-0.398, 0.455, 0.200], [0.300, -1.873, 1.021], [0.722, -0.152, -0.900], [-0.181, -0.583, -0.672], [0.169, -1.365, 1.371]]
}



{
  "formula": "C3H4BrNO",
  "method": "ωB97M-V/def2-TZVPD",
  "e_homo_ev": [-6.611, -9.582],
  "gap_ev": [6.84, 6.01],
  "e_lumo_ev": [0.2, -3.6],
  "multiplicity": 3,
  "symbols": ["C", "C", "C", "N", "O", "Br", "H", "H", "H", "H"],
  "positions_angstrom": [[0.817903, -0.368389, 0.334739], [-0.620432, -0.685683, -0.088883], [0.971126, 1.017751, -0.346759], [-1.497875, 0.006993, 0.559520], [0.622848, 2.042016, 0.217973], [-3.236547, -0.310642, 0.103324], [0.723321, -0.194347, 1.359640], [-0.713983, -1.537517, -0.806469], [1.278835, 0.994516, -1.470852], [1.654800, -0.964700, 0.137767]],
  "atomic_forces_ev_per_a": [[-2.444, 1.789, -1.130], [7.424, -5.524, -5.092], [-0.394, 0.915, -0.191], [-6.183, 3.959, 4.116], [0.654, -1.197, -1.036], [0.965, 0.031, -0.059], [0.321, 0.553, 1.912], [-0.643, 0.901, 0.717], [-0.336, 0.048, 1.556], [0.635, -1.475, -0.793]]
}



{
  "formula": "C3H4BrNO2S",
  "method": "ωB97M-V/def2-TZVPD",
  "smiles": "O=C1C[C@@H](O)N1SBr",
  "e_homo_ev": -9.586,
  "gap_ev": 8.65,
  "e_lumo_ev": -0.9,
  "symbols": ["C", "C", "C", "N", "O", "O", "S", "Br", "H", "H", "H", "H"],
  "positions_angstrom": [[-0.040845, 0.069777, -1.304351], [1.258763, 0.469164, -0.528670], [0.485392, 0.055525, 0.747138], [-0.584756, -0.266013, -0.078318], [-0.505494, 0.069558, -2.352210], [0.179714, 0.846765, 1.755465], [-2.223750, -0.678171, 0.359217], [-2.490672, -2.899729, 0.000811], [2.255966, 0.137881, -0.739852], [1.251446, 1.558066, -0.487747], [0.896425, -0.771516, 1.229477], [-0.482188, 1.408694, 1.399041]],
  "atomic_forces_ev_per_a": [[2.210, 0.014, 3.664], [-0.832, 1.820, 0.097], [2.361, -2.373, -0.787], [-4.891, -1.460, -0.361], [-1.280, -0.018, -4.155], [0.134, 2.014, 2.039], [1.453, -0.274, -0.702], [0.365, 0.905, 0.170], [0.214, -0.563, -0.201], [0.312, 0.254, -0.327], [1.051, -1.876, 0.469], [-1.099, 1.556, 0.094]]
}



{
  "formula": "C3H4BrOS",
  "method": "ωB97M-V/def2-TZVPD",
  "smiles": "[O-]C(=S)CCBr",
  "e_homo_ev": -3.383,
  "gap_ev": 6.44,
  "e_lumo_ev": 3.1,
  "total_charge": -1,
  "symbols": ["C", "C", "C", "O", "S", "Br", "H", "H", "H", "H"],
  "positions_angstrom": [[1.192865, 0.485959, 0.821206], [-0.303986, 0.109508, 0.660528], [-0.521251, -0.222367, -1.024186], [1.622576, 1.629573, 0.668110], [1.957324, -0.943350, 1.271183], [-2.325016, -0.640090, -1.537547], [-0.602177, -0.918249, 1.167001], [-1.097681, 0.868005, 0.684061], [-0.095830, 0.588202, -1.544471], [0.173176, -0.957192, -1.165886]],
  "atomic_forces_ev_per_a": [[-1.215, -0.009, 0.604], [-2.353, -1.744, -3.201], [0.267, 1.428, 3.939], [-0.444, -0.363, -0.249], [1.663, -0.781, 0.216], [0.246, 0.001, -0.004], [0.670, 2.560, -0.846], [0.440, 0.277, 1.048], [-0.338, 1.420, -0.783], [1.064, -2.790, -0.726]]
}



{
  "formula": "C3H4CaLiO3",
  "method": "ωB97M-V/def2-TZVPD",
  "e_homo_ev": [-9.772, -9.771],
  "gap_ev": [5.27, 5.27],
  "e_lumo_ev": [-4.5, -4.5],
  "total_charge": 1,
  "symbols": ["H", "C", "C", "O", "C", "O", "O", "Ca", "H", "H", "H", "Li"],
  "positions_angstrom": [[-2.936468, -1.239972, 1.656302], [1.199462, 1.948546, -0.702636], [0.748510, 0.521288, -0.794690], [-0.655082, 0.475806, -0.789135], [-1.264360, -0.104157, 0.286032], [-2.201683, 0.552399, 0.744851], [2.284682, 2.323468, -1.098298], [-1.482783, -2.396181, 1.030056], [0.480928, 2.672122, -0.270302], [1.199146, -0.016757, 0.059435], [1.157204, 0.061556, -1.707712], [3.927391, 2.015871, -1.893753]],
  "atomic_forces_ev_per_a": [[-0.352, -1.293, 0.564], [-0.827, -0.145, 0.184], [-0.542, -0.325, -0.129], [1.740, 1.463, -1.852], [-2.151, 0.776, 2.259], [2.129, -1.187, -1.250], [0.993, 0.048, -0.379], [-0.619, 0.480, 0.360], [0.198, -0.228, -0.065], [-0.173, 0.028, 0.055], [-0.039, 0.183, 0.081], [-0.358, 0.200, 0.172]]
}



Listing E_tot for the structures above in their given order: -2745.34645, -2745.35881, -2745.44863, -2745.44617, -2820.49379, -3294.10746, -3164.18266, -1027.22778 Eh.
Listing energy relative to the best compared isomer or geometry (same formula, charge and spin) for the structures above in their given order: 72.5, 64.8, 8.4, 9.9, 30.2, 0.0, 19.9, 131.0 kcal/mol.